C10H22AgN2O7P3 | wB97M-V/def2-TZVPD

Last column: natural (NBO) charge in e.
Element x y z (Å)
N 2.008 2.084 2.065  -1.437
P 2.624 0.726 1.559  2.250
O 4.107 0.984 0.986  -0.952
O 2.785 -0.373 2.730  -0.955
C 1.652 -0.036 0.202  -0.125
C 1.225 0.982 -0.863  -0.419
C 0.223 2.063 -0.440  -0.398
C -1.094 1.514 0.124  -0.433
C -2.319 2.343 -0.305  -0.135
N -3.536 1.577 -0.389  -0.364
C -4.493 1.386 0.570  -0.056
C -5.441 0.551 0.034  -0.285
C -5.069 0.249 -1.309  -0.264
C -3.884 0.915 -1.533  -0.099
C 0.629 -1.070 0.692  -0.108
O 0.320 -1.893 -0.390  -0.799
P 1.801 -2.214 -1.264  0.895
P 2.482 -3.737 0.239  1.955
O 1.338 -4.317 1.006  -1.166
O 3.269 -4.919 -0.563  -1.001
O 3.549 -3.119 1.304  -0.999
O 2.601 -0.876 -0.495  -0.817
H 1.784 2.100 3.050  0.372
H 4.077 1.909 0.710  0.504
H 2.206 -0.117 3.452  0.502
H 0.838 0.475 -1.742  0.244
H 2.139 1.493 -1.179  0.216
H 0.645 2.787 0.254  0.255
H -0.033 2.630 -1.359  0.137
H -1.068 1.544 1.215  0.240
H -1.283 0.481 -0.163  0.247
H -2.426 3.178 0.391  0.222
H -2.107 2.722 -1.338  0.018
H -4.455 1.815 1.555  0.221
H -6.326 0.154 0.501  0.232
H -5.574 -0.378 -2.021  0.234
H -3.241 0.948 -2.398  0.206
H -0.261 -0.684 1.196  0.168
H 1.143 -1.661 1.464  0.204
H 1.334 -1.426 -2.396  -0.189
H 1.120 -3.358 -1.861  -0.135
H 2.973 -2.537 -2.051  -0.119
H 2.587 -5.468 -0.964  0.500
H 3.527 -3.654 2.106  0.491
Ag -2.376 4.228 -2.386  0.941

Calculated values
- LUMO (Ha) = -0.1672
- gap between HOMO and LUMO (eV) = 1.85
- HOMO energy (Eh) = -0.235
- multiplicity = 1


C10H22AsN4O3ReS4 | wB97M-V/def2-TZVPD

Last column: natural (NBO) charge in e.
Element x y z (Å)
Re -1.206 1.153 -1.208  1.048
N 0.895 1.421 -0.950  -0.775
C 1.390 0.258 -0.165  -0.173
C 2.832 -0.101 -0.555  -0.403
C 3.353 -1.501 -0.224  -0.418
C 3.568 -1.918 1.264  -0.224
N 3.786 -0.825 2.253  -0.562
C 3.020 -0.455 3.292  0.676
N 3.547 0.377 4.199  -0.764
N 1.783 -0.874 3.453  -0.769
C 0.386 -0.911 -0.359  0.756
O 0.371 -1.829 0.441  -0.646
O -0.419 -0.782 -1.374  -0.744
H 1.303 1.419 -1.884  0.412
H 1.142 2.318 -0.529  0.444
H 1.329 0.554 0.882  0.216
H 3.511 0.647 -0.140  0.217
H 2.886 0.011 -1.641  0.225
H 4.317 -1.599 -0.724  0.228
H 2.696 -2.237 -0.691  0.243
H 4.474 -2.521 1.312  0.227
H 2.761 -2.549 1.619  0.230
H 4.716 -0.439 2.269  0.409
H 4.528 0.593 4.201  0.422
H 3.001 0.709 4.975  0.424
H 1.262 -1.319 2.683  0.457
H 1.273 -0.610 4.278  0.425
S -3.600 5.258 -1.665  -0.484
As -1.777 4.410 -1.331  0.930
S -1.392 2.650 -2.862  -0.277
S -1.884 2.705 0.285  -0.375
S 0.020 5.368 -1.043  -0.587
C -4.628 -1.456 -0.937  -0.433
C -4.927 -0.826 -2.301  -0.428
C -3.617 -0.175 -2.665  -0.071
O -3.168 0.380 -1.385  -0.544
C -3.596 -0.521 -0.307  -0.078
H -4.209 -2.454 -1.058  0.221
H -5.519 -1.534 -0.318  0.239
H -5.705 -0.067 -2.217  0.227
H -5.234 -1.560 -3.043  0.240
H -3.686 0.664 -3.352  0.233
H -2.870 -0.894 -3.012  0.190
H -3.992 0.123 0.474  0.219
H -2.720 -1.062 0.058  0.195

Calculated values
- ⟨S²⟩ = 3.79
- LUMO (alpha / beta) (Ha) = -0.1161 / -0.1405
- total charge = +1
- ΔE to the lowest compared entry with this formula, charge and spin (kJ/mol) = 5.3
- gap between HOMO and LUMO (alpha / beta) (eV) = 6.78 / 6.18
- HOMO energy (alpha / beta) (Eh) = -0.365 / -0.368
- multiplicity = 4


C10H22B2F6O6Zr | wB97M-V/def2-TZVPD

Last column: natural (NBO) charge in e.
Element x y z (Å)
Zr -0.471 1.302 0.338  1.972
B 0.762 1.188 2.190  -0.593
H 1.339 1.124 3.182  0.054
H 1.333 1.750 1.408  0.064
H 0.538 0.167 1.768  0.008
H -0.259 1.649 2.216  -0.018
B 0.263 3.580 -0.145  -0.572
H 0.801 2.617 -0.384  -0.042
H -0.693 3.307 0.398  -0.018
H 0.823 4.395 0.453  0.027
H 0.059 4.066 -1.172  0.046
O -1.194 1.433 -1.716  -0.826
C -2.604 1.666 -1.795  -0.083
C -3.380 1.516 -0.385  -0.079
O -2.606 1.444 0.793  -0.834
H -3.047 0.993 -2.535  0.156
H -2.740 2.675 -2.198  0.165
H -3.970 0.594 -0.497  0.124
H -4.133 2.303 -0.270  0.169
C 5.175 0.127 1.126  -0.624
C 3.698 0.211 0.815  -0.083
O 3.584 -0.035 -0.605  -0.445
C 2.443 0.113 -1.186  0.782
O 1.439 0.520 -0.675  -0.599
C 2.407 -0.343 -2.658  0.906
F 1.172 -0.700 -2.957  -0.283
F 2.770 0.630 -3.497  -0.298
F 3.253 -1.355 -2.848  -0.303
H 5.715 0.931 0.628  0.223
H 5.525 -0.867 0.857  0.220
H 5.318 0.317 2.192  0.228
H 3.296 1.187 1.081  0.216
H 3.155 -0.567 1.353  0.199
C -4.384 -3.242 0.125  -0.637
C -3.322 -2.258 0.539  -0.085
O -2.018 -2.898 0.488  -0.442
C -0.981 -2.138 0.368  0.767
O -0.996 -0.954 0.238  -0.575
C 0.312 -2.967 0.371  0.907
F 0.164 -4.213 -0.007  -0.280
F 1.177 -2.392 -0.483  -0.318
F 0.831 -2.890 1.595  -0.299
H -5.322 -2.808 -0.200  0.240
H -4.505 -3.963 0.937  0.216
H -3.976 -3.862 -0.680  0.224
H -3.461 -1.946 1.574  0.207
H -3.290 -1.408 -0.143  0.216

Calculated values
- LUMO (Ha) = -0.0066
- ΔE to the lowest compared entry with this formula, charge and spin (kJ/mol) = 0.0
- gap between HOMO and LUMO (eV) = 8.41
- HOMO energy (Eh) = -0.315
- multiplicity = 1


C10H22BN4O4 | wB97M-V/def2-TZVPD

Last column: natural (NBO) charge in e.
Element x y z (Å)
C 1.759 -3.293 1.067  -0.644
C 2.720 -2.709 -0.089  -0.240
N 2.913 -1.235 -0.020  -0.359
C 4.239 -0.660 0.108  0.182
N 4.062 0.744 0.114  -0.188
N 2.719 0.941 0.009  -0.152
C 2.208 2.341 -0.022  -0.597
B 3.228 3.446 0.604  1.145
O 3.747 4.493 -0.235  -0.902
O 3.640 3.495 1.984  -0.870
C 1.892 -0.238 -0.068  0.706
O 0.507 -0.330 -0.148  -0.451
C 0.067 -1.110 -1.296  -0.103
C -1.555 -1.206 -1.285  -0.228
N -2.196 -0.076 -0.561  -0.623
C -3.639 -0.033 -0.966  -0.246
C -4.657 0.124 0.258  0.099
C -4.935 1.671 0.664  -0.660
O -4.313 -0.674 1.418  -0.723
H 0.930 -2.550 1.333  0.234
H 1.314 -4.271 0.668  0.245
H 2.359 -3.585 1.996  0.242
H 3.740 -3.213 0.042  0.240
H 2.350 -3.049 -1.124  0.232
H 5.179 -1.282 0.195  0.276
H 1.199 2.403 0.509  0.266
H 2.021 2.645 -1.115  0.263
H 3.662 5.358 0.233  0.513
H 3.360 2.667 2.425  0.488
H 0.436 -2.183 -1.318  0.199
H 0.352 -0.639 -2.301  0.201
H -1.950 -1.359 -2.344  0.199
H -1.796 -2.166 -0.698  0.206
H -1.799 0.822 -0.892  0.354
H -3.880 0.812 -1.700  0.200
H -3.933 -1.003 -1.511  0.198
H -5.675 -0.276 -0.111  0.164
H -4.477 2.363 -0.111  0.207
H -6.071 1.848 0.722  0.221
H -4.546 1.820 1.722  0.231
H -5.182 -0.851 1.844  0.475

Calculated values
- LUMO (Ha) = -0.1199
- total charge = +1
- gap between HOMO and LUMO (eV) = 8.64
- HOMO energy (Eh) = -0.437
- multiplicity = 1


C10H22BNO4 | wB97M-V/def2-TZVPD

Last column: natural (NBO) charge in e.
Element x y z (Å)
C -1.496 -6.688 0.811  -0.623
C -1.119 -5.650 -0.237  -0.065
O -1.814 -4.456 0.040  -0.528
C -1.556 -3.435 -0.893  -0.035
C -0.103 -2.900 -0.818  -0.819
B -0.095 -1.381 -1.169  0.674
C 0.152 -0.277 -0.088  -0.446
O -0.380 1.013 -0.449  -0.507
C -1.503 1.387 0.189  0.794
C -1.949 2.767 -0.212  -0.716
O -2.098 0.687 0.980  -0.608
H -0.699 -7.421 0.919  0.208
H -2.430 -7.188 0.565  0.209
H -1.610 -6.188 1.772  0.221
H -1.377 -6.014 -1.237  0.160
H -0.037 -5.492 -0.213  0.159
H -2.263 -2.638 -0.660  0.190
H -1.776 -3.778 -1.908  0.168
H 0.278 -3.113 0.182  0.228
H 0.513 -3.455 -1.531  0.233
H -0.268 -1.048 -2.304  -0.078
H 1.244 -0.150 -0.064  0.225
H -0.150 -0.574 0.912  0.237
H -2.660 3.123 0.526  0.236
H -1.117 3.460 -0.291  0.240
H -2.456 2.712 -1.175  0.243
C 2.995 3.642 0.948  -0.398
N 2.182 4.701 0.388  -0.431
C 1.910 5.888 1.181  -0.416
C 1.661 4.625 -0.852  0.526
O 0.965 5.481 -1.360  -0.623
H 2.533 3.243 1.854  0.196
H 3.991 4.014 1.196  0.195
H 3.095 2.836 0.225  0.210
H 0.836 6.009 1.326  0.214
H 2.284 6.777 0.673  0.215
H 2.397 5.793 2.148  0.202
H 1.919 3.687 -1.373  0.109

Calculated values
- LUMO (Ha) = 0.0179
- gap between HOMO and LUMO (eV) = 9.95
- HOMO energy (Eh) = -0.348
- multiplicity = 1


C10H22Cl2O3PTb | wB97M-V/def2-TZVPD

Last column: Mulliken spin population.
Element x y z (Å)
C -1.690 -2.573 -2.141  -0.002
C -0.634 -1.708 -1.568  -0.025
H -2.651 -2.418 -1.629  0.000
H -1.404 -3.623 -1.928  0.000
H -1.824 -2.372 -3.233  0.000
O 0.558 -2.197 -1.438  0.001
Cl 3.857 -2.346 0.748  -0.068
Tb 1.775 -1.249 0.095  6.153
P -0.465 1.112 -2.161  -0.005
C -1.944 2.107 -1.936  0.000
C 0.820 2.370 -2.430  -0.001
H 0.255 -0.529 -3.764  0.000
H -0.178 1.051 -4.479  0.000
H -1.499 -0.082 -3.979  0.000
C -0.490 0.284 -3.759  0.000
H 1.807 1.913 -2.589  0.001
H 0.489 2.870 -3.357  0.000
H -1.842 2.958 -2.622  0.000
H -1.970 2.454 -0.892  0.000
H 0.857 3.099 -1.608  0.000
H -2.839 1.515 -2.165  0.000
C -0.923 -0.340 -1.042  -0.010
O -1.545 -0.150 0.034  0.001
Cl 2.626 1.097 -0.176  -0.052
C 2.020 -0.942 3.946  -0.001
C 0.932 -1.490 3.051  0.009
O 0.696 -0.598 1.921  0.005
C 0.224 0.740 2.266  -0.004
C -0.782 0.753 3.392  0.001
H 2.939 -0.821 3.361  0.000
H 2.225 -1.649 4.747  0.000
H 1.740 0.023 4.376  0.000
H 1.243 -2.444 2.599  0.003
H -0.028 -1.613 3.570  -0.001
H 1.094 1.385 2.433  -0.001
H -0.264 1.078 1.358  -0.001
H -0.342 0.600 4.383  0.000
H -1.280 1.731 3.385  0.000
H -1.563 0.004 3.230  0.000

Calculated values
- ⟨S²⟩ = 12.08
- LUMO (alpha / beta) (Ha) = -0.3602 / -0.3604
- total charge = +2
- ΔE to the lowest compared entry with this formula, charge and spin (kJ/mol) = 265.8
- gap between HOMO and LUMO (alpha / beta) (eV) = 6.59 / 6.63
- HOMO energy (alpha / beta) (Eh) = -0.602 / -0.604
- multiplicity = 7


C10H22N2O6S3 | wB97M-V/def2-TZVPD

Last column: natural (NBO) charge in e.
Element x y z (Å)
O 3.699 0.866 -0.477  -0.968
S 2.298 0.688 -0.155  1.796
O 1.492 0.839 -1.552  -0.900
O 2.188 -0.922 0.029  -0.717
C 0.889 -1.389 0.447  -0.091
C 0.437 -2.507 -0.472  -0.430
C -1.064 -2.769 -0.359  -0.529
S -2.053 -1.404 -1.030  0.336
C -2.982 -0.891 0.358  -0.140
S -2.504 -0.906 1.901  0.070
N -4.265 -0.416 -0.023  -0.448
C -4.750 0.878 0.004  -0.110
C -6.037 0.790 -0.426  -0.098
N -6.370 -0.514 -0.712  -0.434
C -5.295 -1.199 -0.480  0.195
H 1.995 0.409 -2.265  0.492
H 0.974 -1.732 1.479  0.198
H 0.165 -0.568 0.429  0.191
H 0.967 -3.432 -0.237  0.225
H 0.671 -2.233 -1.503  0.215
H -1.365 -2.942 0.673  0.247
H -1.338 -3.636 -0.959  0.237
H -4.139 1.711 0.310  0.239
H -6.722 1.612 -0.554  0.223
H -5.191 -2.267 -0.596  0.207
C 3.864 2.497 3.485  -0.247
O 3.593 2.048 2.167  -0.738
H 2.913 2.788 3.925  0.181
H 4.307 1.707 4.099  0.165
H 4.528 3.366 3.489  0.162
H 4.416 1.776 1.749  0.477
C 7.173 0.654 1.595  -0.243
O 6.272 -0.390 1.268  -0.728
H 7.679 0.365 2.513  0.182
H 7.924 0.807 0.816  0.165
H 6.659 1.606 1.773  0.145
H 5.801 -0.144 0.463  0.480
C -4.408 0.573 -3.797  -0.253
O -4.684 1.850 -3.225  -0.728
H -4.292 0.705 -4.870  0.183
H -3.475 0.172 -3.389  0.155
H -5.221 -0.135 -3.612  0.169
H -4.746 1.689 -2.277  0.466

Calculated values
- LUMO (Ha) = -0.0419
- gap between HOMO and LUMO (eV) = 8.26
- HOMO energy (Eh) = -0.346
- multiplicity = 1


C10H22N2Si | wB97M-V/def2-TZVPD

Last column: natural (NBO) charge in e.
Element x y z (Å)
C -3.318 0.037 -0.930  -0.335
C -2.110 -0.493 -0.818  -0.683
Si -0.619 0.391 -0.081  1.882
C -0.540 2.207 -0.574  -0.682
C 0.348 3.076 -0.121  -0.335
N -0.347 0.273 1.605  -1.094
C -0.557 -0.918 2.394  -0.036
C -2.000 -1.001 2.896  -0.616
C 0.434 -0.949 3.555  -0.608
N 0.957 -0.587 -1.004  -1.013
C 1.432 -0.264 -2.323  -0.044
C 1.976 -1.553 -2.957  -0.604
C 2.514 0.823 -2.305  -0.619
H -4.148 -0.492 -1.376  0.194
H -3.538 1.033 -0.580  0.186
H -1.948 -1.495 -1.193  0.229
H -1.208 2.522 -1.363  0.218
H 0.418 4.087 -0.494  0.194
H 1.057 2.809 0.648  0.188
H -0.374 1.114 2.160  0.399
H -0.364 -1.768 1.732  0.194
H -2.681 -1.006 2.048  0.217
H -2.155 -1.910 3.474  0.206
H -2.237 -0.144 3.524  0.199
H 0.340 -1.875 4.115  0.210
H 0.250 -0.116 4.232  0.197
H 1.451 -0.871 3.176  0.215
H 1.724 -0.657 -0.349  0.357
H 0.579 0.086 -2.916  0.176
H 2.757 -1.971 -2.327  0.197
H 1.178 -2.286 -3.040  0.210
H 2.385 -1.361 -3.946  0.195
H 2.905 1.013 -3.303  0.202
H 3.337 0.501 -1.663  0.194
H 2.102 1.745 -1.897  0.212

Calculated values
- LUMO (Ha) = 0.0325
- ΔE to the lowest compared entry with this formula, charge and spin (kJ/mol) = 0.0
- gap between HOMO and LUMO (eV) = 8.80
- HOMO energy (Eh) = -0.291
- multiplicity = 1